1.
A structure of composition C30H31N5O3S3TeY in a non-equilibrium geometry, computed with wB97M-V/def2-TZVPD.

XYZ file:
```
74
Properties=species:S:1:pos:R:3:lowdin_charge:R:1
Y 0.38 -1.16 -1.23 1.30
C 1.96 -6.04 -4.30 -0.41
S 2.43 -5.50 -2.68 0.86
C 1.67 -3.95 -2.55 -1.09
S 2.58 -2.86 -1.53 0.57
N 0.54 -3.82 -3.27 -0.09
N -0.29 -2.75 -2.99 -0.11
C -1.48 -2.59 -3.56 -0.04
C -2.40 -1.56 -3.06 -0.29
C -3.55 -1.30 -3.84 0.01
C -4.63 -0.69 -3.19 -0.01
C -4.47 -0.21 -1.87 -0.05
C -3.28 -0.37 -1.25 -0.12
N -2.22 -0.94 -1.89 0.04
H 2.62 -5.77 -5.11 0.04
H 0.87 -5.80 -4.49 0.04
H 2.00 -7.18 -4.23 0.06
H -1.90 -3.19 -4.49 0.17
H -3.70 -1.57 -4.89 0.12
H -5.57 -0.43 -3.62 0.11
H -5.25 0.38 -1.34 0.13
H -3.26 0.03 -0.24 0.11
C 7.25 0.20 -0.98 -0.01
O 6.71 1.55 -1.17 -0.09
C 5.46 1.54 -1.68 -0.32
C 5.19 1.96 -3.00 0.02
C 3.91 1.70 -3.54 0.00
C 2.86 1.06 -2.80 -0.10
C 1.59 0.83 -3.37 -0.33
C 1.43 0.98 -4.86 -0.01
O 0.53 0.49 -2.68 -0.19
C 3.14 0.64 -1.39 -0.34
O 2.33 0.01 -0.65 -0.23
C 4.46 0.95 -0.92 0.05
H 6.52 -0.53 -1.32 0.09
H 7.38 0.13 0.07 0.08
H 8.16 0.17 -1.53 0.08
H 5.96 2.41 -3.62 0.12
H 3.69 2.04 -4.54 0.10
H 2.25 0.42 -5.31 0.10
H 1.45 2.03 -5.19 0.10
H 0.46 0.55 -5.20 0.10
H 4.64 0.75 0.15 0.14
Te -3.48 3.92 2.44 1.27
C -4.61 2.88 3.96 -0.53
C -5.16 1.65 3.66 -0.16
C -5.70 0.88 4.70 -0.09
C -5.69 1.37 5.96 -0.11
C -5.16 2.62 6.27 -0.09
C -4.71 3.42 5.24 -0.14
C -1.50 3.46 3.05 -0.54
C -0.86 2.28 2.58 -0.16
C 0.37 1.90 3.11 -0.12
C 0.90 2.67 4.11 -0.07
C 0.26 3.86 4.67 -0.07
C -0.92 4.17 4.14 -0.18
H -5.14 1.34 2.63 0.07
H -6.07 -0.13 4.49 0.11
H -5.98 0.86 6.88 0.11
H -5.15 2.99 7.32 0.12
H -4.40 4.44 5.53 0.10
H -1.35 1.80 1.75 0.05
H 0.90 1.16 2.51 0.09
H 1.82 2.37 4.60 0.09
H 0.79 4.49 5.41 0.12
H -1.54 4.98 4.57 0.09
N -0.11 -2.81 3.49 0.10
C 0.24 -2.54 2.18 -0.83
N 1.30 -3.11 1.63 0.11
S -0.78 -1.40 1.34 0.57
H 0.69 -3.11 4.08 0.13
H -0.76 -2.27 4.02 0.09
H 1.81 -3.83 2.16 0.14
H 1.58 -2.92 0.63 0.00
```

The orbital gap is 5.939 eV. As for the total charge: +1. The largest force on an atom is 3.775 eV/A. For the relative energy (zero: lowest compared OMol25 entry of this formula, charge and spin), the calculation gives 59.38 kcal per mole. The calculation puts the total energy at -3162.0409 Ha. As for the highest occupied orbital energy: -9.8 eV.


2.
A structure of composition C30H32BF5N8SSeTi, computed with wB97M-V/def2-TZVPD.

XYZ file:
```
79
Properties=species:S:1:pos:R:3:lowdin_charge:R:1
Ti -0.50 0.20 0.16 0.94
C 4.19 1.11 0.90 -0.04
C 3.22 -0.04 1.19 -0.37
C 3.95 -1.29 1.67 -0.04
C 2.18 0.38 2.18 -0.26
C 2.33 0.76 3.51 0.02
C 1.05 1.05 3.96 -0.02
N 0.20 0.86 2.95 -0.01
N 0.88 0.45 1.85 0.00
B -1.35 0.96 2.90 -0.50
N -1.85 -0.47 2.60 -0.03
C -2.54 -1.28 3.41 -0.03
C -2.38 -2.58 2.98 0.02
C -1.54 -2.50 1.86 -0.23
N -1.23 -1.22 1.64 -0.03
C -0.97 -3.62 1.03 -0.35
C -1.30 -4.98 1.65 -0.06
C 0.55 -3.46 0.87 -0.05
N -1.69 2.02 1.80 -0.06
C -2.44 3.11 1.98 -0.04
C -2.06 4.07 1.06 0.01
C -1.00 3.50 0.34 -0.25
N -0.82 2.24 0.76 -0.03
C -0.07 4.27 -0.57 -0.35
C 0.41 5.51 0.21 -0.05
C 1.16 3.49 -1.04 -0.06
H 4.92 0.80 0.14 0.09
H 4.74 1.38 1.80 0.09
H 3.67 2.00 0.54 0.07
H 2.69 -0.28 0.26 0.09
H 4.50 -1.08 2.59 0.09
H 4.67 -1.62 0.92 0.09
H 3.26 -2.11 1.87 0.07
H 3.24 0.81 4.08 0.12
H 0.70 1.38 4.92 0.14
H -1.81 1.32 3.94 0.13
H -3.07 -0.88 4.25 0.13
H -2.80 -3.47 3.42 0.11
H -1.43 -3.59 0.05 0.12
H -0.89 -5.06 2.66 0.09
H -0.86 -5.78 1.05 0.09
H -2.38 -5.15 1.70 0.09
H 1.04 -3.61 1.84 0.09
H 0.82 -2.47 0.51 0.04
H 0.94 -4.19 0.17 0.09
H -3.16 3.16 2.77 0.14
H -2.46 5.06 0.96 0.12
H -0.63 4.62 -1.44 0.13
H 0.99 5.20 1.08 0.10
H -0.43 6.11 0.56 0.07
H 1.03 6.13 -0.43 0.09
H 1.59 2.91 -0.22 0.07
H 1.93 4.20 -1.37 0.09
H 0.96 2.83 -1.88 0.03
F -3.34 -4.13 -4.23 0.15
C -3.23 -3.12 -3.37 -0.13
C -4.31 -2.27 -3.16 -0.13
F -5.44 -2.47 -3.81 0.15
C -4.20 -1.22 -2.26 -0.23
F -5.25 -0.43 -2.09 0.11
C -3.02 -0.98 -1.55 -0.52
S -2.89 0.34 -0.41 0.73
C -1.98 -1.85 -1.81 -0.22
F -0.79 -1.66 -1.16 -0.03
C -2.05 -2.91 -2.69 -0.14
F -1.00 -3.70 -2.88 0.14
Se -1.49 1.72 -2.84 1.22
N -0.26 0.75 -1.97 -0.35
C 0.69 0.40 -2.83 -0.35
C 1.81 -0.43 -2.56 -0.02
C 2.68 -0.69 -3.57 -0.03
C 2.51 -0.16 -4.89 -0.05
C 1.45 0.63 -5.19 0.00
C 0.50 0.93 -4.17 -0.36
N -0.58 1.66 -4.34 -0.19
H 1.95 -0.86 -1.58 0.09
H 3.53 -1.33 -3.38 0.12
H 3.24 -0.40 -5.64 0.12
H 1.29 1.03 -6.18 0.13
```

The orbital gap (alpha / beta) is 6.715 / 6.787 eV. As for the total charge: +1. The largest force on an atom is 0.367 eV/A. For the relative energy (zero: lowest compared OMol25 entry of this formula, charge and spin), the calculation gives 39.79 kcal per mole. The calculation puts the total energy at -5773.6337 Ha. As for the highest occupied orbital energy (alpha / beta): -10.9 / -10.9 eV. Its expectation value of S² is 0.75. The spin multiplicity is 2.


3.
A structure of composition C30H32Br2N11OPr, computed with wB97M-V/def2-TZVPD.

XYZ file:
```
77
Properties=species:S:1:pos:R:3:lowdin_charge:R:1
Pr 0.09 0.43 0.30 1.27
C 0.73 2.73 3.08 -0.11
N -0.43 1.86 2.86 -0.08
C -0.57 0.83 3.91 -0.09
C -0.98 -0.50 3.35 -0.29
N -0.43 -1.06 2.30 0.04
C -1.05 -2.30 2.17 -0.22
C -0.83 -3.33 1.25 -0.02
C -1.59 -4.47 1.38 -0.07
C -2.56 -4.60 2.40 -0.06
C -2.78 -3.60 3.32 0.00
C -2.00 -2.45 3.17 -0.17
N -1.93 -1.28 3.92 0.19
C 1.97 2.01 2.65 -0.30
N 1.94 0.91 1.93 0.05
C 3.28 0.55 1.75 -0.20
C 3.84 -0.54 1.09 -0.01
C 5.22 -0.64 1.09 -0.06
C 6.03 0.31 1.72 -0.06
C 5.49 1.40 2.39 0.00
C 4.10 1.48 2.38 -0.16
N 3.22 2.40 2.96 0.20
H 0.83 3.05 4.12 0.14
H 0.61 3.64 2.48 0.14
H -1.26 2.45 2.87 0.12
H -1.27 1.14 4.68 0.14
H 0.40 0.70 4.39 0.14
H -0.07 -3.26 0.49 0.11
H -1.43 -5.30 0.71 0.11
H -3.12 -5.52 2.47 0.11
H -3.50 -3.70 4.12 0.12
H -2.42 -1.08 4.77 0.18
H 3.24 -1.28 0.58 0.11
H 5.69 -1.47 0.58 0.11
H 7.10 0.20 1.69 0.11
H 6.11 2.13 2.88 0.12
H 3.47 3.20 3.51 0.18
C -2.06 3.51 -0.12 -0.02
C -1.14 3.37 -1.30 -0.30
C -1.30 4.21 -2.41 0.01
C -0.45 4.10 -3.48 0.01
C 0.58 3.14 -3.45 -0.17
C 1.52 2.94 -4.50 -0.62
Br 1.43 3.99 -6.06 0.84
C 2.49 1.99 -4.40 -0.15
C 2.58 1.19 -3.24 -0.60
Br 3.91 -0.14 -3.15 0.83
C 1.70 1.34 -2.19 -0.39
O 1.77 0.61 -1.09 -0.30
C 0.68 2.33 -2.30 -0.12
N -0.18 2.45 -1.24 0.06
H -1.97 4.51 0.31 0.10
H -1.83 2.78 0.65 0.03
H -3.10 3.39 -0.42 0.10
H -2.09 4.95 -2.41 0.13
H -0.55 4.75 -4.34 0.09
H 3.20 1.84 -5.20 0.10
C -2.32 -3.71 -3.35 -0.02
N -1.23 -2.82 -2.95 -0.12
C 0.08 -2.99 -3.57 -0.01
C -1.35 -1.92 -1.95 -0.39
N -0.38 -1.22 -1.46 0.06
N -2.65 -1.79 -1.45 0.18
C -3.16 -0.85 -0.58 -0.46
N -4.50 -0.97 -0.42 0.19
N -2.44 0.04 0.02 0.06
H -1.94 -4.41 -4.08 0.10
H -3.13 -3.16 -3.82 0.10
H -2.70 -4.29 -2.51 0.10
H -0.04 -3.55 -4.49 0.10
H 0.77 -3.54 -2.92 0.11
H 0.52 -2.03 -3.83 0.10
H 0.49 -1.41 -1.94 0.06
H -3.32 -2.42 -1.84 0.12
H -5.06 -1.58 -0.99 0.12
H -4.99 -0.32 0.17 0.12
H -3.05 0.64 0.58 0.08
```

The orbital gap (alpha / beta) is 7.461 / 7.471 eV. As for the total charge: +2. The largest force on an atom is 0.515 eV/A. For the relative energy (zero: lowest compared OMol25 entry of this formula, charge and spin), the calculation gives 0.00 kcal per mole. The calculation puts the total energy at -7504.8257 Ha. As for the highest occupied orbital energy (alpha / beta): -12.1 / -12.1 eV. Its expectation value of S² is 2.00. The spin multiplicity is 3.


4.
A structure of composition C30H32BrF4GaNO in a non-equilibrium geometry, computed with wB97M-V/def2-TZVPD.

XYZ file:
```
70
Properties=species:S:1:pos:R:3:lowdin_charge:R:1
C 4.68 4.40 -2.46 -0.17
C 4.36 3.43 -3.47 -0.25
Ga 2.85 2.10 -2.94 0.16
Br 3.04 1.82 -0.50 0.30
C 3.03 0.28 -3.92 -0.22
C 1.93 -0.68 -3.35 -0.33
N 1.97 -1.18 -2.16 0.03
O 1.22 2.97 -3.42 -0.34
C 0.16 2.54 -2.54 -0.39
C -1.16 3.28 -3.05 -0.09
H 5.55 4.23 -1.78 0.03
H 4.05 5.32 -2.31 0.04
H 4.87 3.39 -4.47 0.01
H 2.84 0.38 -5.03 0.05
H 4.02 -0.22 -3.74 0.06
H 1.03 -0.94 -3.98 0.10
H 1.15 -1.78 -2.00 0.03
H 0.41 2.82 -1.49 0.07
H 0.06 1.43 -2.70 0.09
H -2.00 2.59 -2.79 0.05
H -1.24 4.26 -2.51 0.07
H -1.11 3.49 -4.15 0.07
F 0.14 -4.46 3.63 0.04
C 0.78 -4.05 2.52 -0.30
C 0.35 -2.91 1.87 -0.02
C 1.02 -2.48 0.73 -0.07
C 2.11 -3.21 0.25 -0.09
C 2.53 -4.35 0.91 -0.09
C 1.87 -4.78 2.05 -0.03
H -0.50 -2.36 2.25 0.11
H 0.70 -1.58 0.21 0.10
H 2.63 -2.87 -0.65 0.08
H 3.37 -4.92 0.53 0.10
H 2.18 -5.67 2.59 0.11
F 1.20 3.79 5.44 0.04
C 2.07 2.98 4.81 -0.30
C 2.95 2.21 5.56 -0.04
C 3.84 1.37 4.91 -0.10
C 3.85 1.31 3.52 -0.09
C 2.97 2.08 2.78 -0.11
C 2.07 2.92 3.43 -0.01
H 2.93 2.28 6.64 0.11
H 4.53 0.76 5.48 0.10
H 4.55 0.65 3.01 0.10
H 2.98 2.04 1.69 -0.10
H 1.37 3.52 2.87 0.12
F -3.67 3.30 -1.74 0.04
C -3.85 2.56 -0.63 -0.29
C -4.33 1.27 -0.74 -0.01
C -4.51 0.51 0.41 -0.07
C -4.21 1.06 1.65 -0.09
C -3.73 2.36 1.75 -0.08
C -3.54 3.12 0.60 -0.01
H -4.56 0.87 -1.72 0.11
H -4.88 -0.50 0.33 0.08
H -4.36 0.46 2.55 0.10
H -3.51 2.78 2.72 0.10
H -3.16 4.13 0.65 0.12
F -5.60 -2.44 0.62 0.04
C -4.71 -3.23 -0.03 -0.29
C -3.78 -3.94 0.70 -0.01
C -2.87 -4.75 0.04 -0.08
C -2.89 -4.83 -1.35 -0.09
C -3.83 -4.10 -2.07 -0.08
C -4.75 -3.30 -1.41 -0.02
H -3.77 -3.86 1.79 0.12
H -2.14 -5.32 0.60 0.11
H -2.18 -5.45 -1.87 0.10
H -3.85 -4.15 -3.15 0.10
H -5.49 -2.73 -1.95 0.12
```

The orbital gap is 5.654 eV. As for the total charge: -1. The largest force on an atom is 2.543 eV/A. The calculation puts the total energy at -6190.5500 Ha. As for the highest occupied orbital energy: -3.4 eV.


5.
A structure of composition C30H32BrN3O5Ru in a non-equilibrium geometry, computed with wB97M-V/def2-TZVPD.

XYZ file:
```
72
Properties=species:S:1:pos:R:3:lowdin_charge:R:1
Ru -0.42 -0.46 -0.28 1.59
C -3.29 7.24 1.29 -0.01
C -2.45 6.97 0.03 -0.55
C -3.29 7.26 -1.23 -0.01
C -1.24 7.91 0.03 -0.05
C -2.08 5.51 0.02 -0.10
C -0.76 5.07 0.00 -0.03
C -0.49 3.73 -0.03 -0.51
Br 1.32 3.17 -0.08 0.92
C -1.49 2.70 -0.04 -0.31
O -1.16 1.48 -0.13 -0.19
C -2.86 3.17 0.01 -0.04
C -3.08 4.53 0.02 0.06
C -4.00 2.17 0.00 -0.51
C -3.83 1.15 1.13 -0.02
C -5.38 2.82 0.15 -0.04
C -3.98 1.47 -1.37 -0.01
H -3.56 8.29 1.32 0.10
H -2.73 7.00 2.18 0.10
H -4.21 6.66 1.29 0.08
H -3.55 8.32 -1.24 0.10
H -4.22 6.69 -1.24 0.08
H -2.73 7.03 -2.13 0.10
H -1.58 8.94 0.04 0.10
H -0.63 7.77 -0.85 0.09
H -0.64 7.76 0.93 0.09
H 0.07 5.77 0.02 0.11
H -4.11 4.87 0.04 0.11
H -3.78 1.66 2.09 0.10
H -2.92 0.55 1.02 0.05
H -4.67 0.47 1.16 0.10
H -5.46 3.38 1.08 0.10
H -6.14 2.04 0.16 0.10
H -5.60 3.48 -0.69 0.09
H -3.01 1.03 -1.56 0.05
H -4.19 2.18 -2.17 0.11
H -4.73 0.68 -1.40 0.10
N 1.65 0.00 -0.06 -0.04
C 2.44 -1.21 -0.13 -0.22
C 3.81 -1.23 -0.24 0.03
C 4.49 -2.46 -0.19 -0.02
C 3.81 -3.64 0.00 0.02
C 2.40 -3.65 0.07 -0.12
C 1.63 -4.81 0.24 0.06
C 0.26 -4.70 0.26 0.01
C -0.34 -3.44 0.09 -0.06
N 0.35 -2.33 -0.07 -0.04
C 1.71 -2.41 -0.04 -0.15
H 1.81 0.46 0.84 0.11
H 1.99 0.66 -0.77 0.04
H 4.37 -0.32 -0.34 0.13
H 5.57 -2.47 -0.28 0.13
H 4.33 -4.57 0.09 0.13
H 2.11 -5.77 0.34 0.14
H -0.36 -5.57 0.40 0.13
H -1.42 -3.37 0.10 0.13
O -4.27 -1.84 -1.28 0.15
C -3.12 -1.50 -1.37 -0.60
O -2.29 -1.23 -0.43 -0.16
C -2.47 -1.37 -2.76 -0.10
C -2.91 -2.07 -3.88 0.04
C -2.18 -1.99 -5.06 0.00
C -0.99 -1.27 -5.12 0.05
C -0.57 -0.57 -4.00 -0.13
C -1.35 -0.56 -2.86 -0.03
N 0.69 0.12 -3.89 -0.32
O 1.33 0.35 -4.88 0.18
O 1.05 0.39 -2.74 -0.01
H -3.81 -2.67 -3.81 0.14
H -2.53 -2.52 -5.92 0.13
H -0.39 -1.27 -6.02 0.14
H -1.10 0.18 -2.09 0.06
```

The orbital gap (alpha / beta) is 7.251 / 6.187 eV. As for the total charge: +2. The largest force on an atom is 4.218 eV/A. For the relative energy (zero: lowest compared OMol25 entry of this formula, charge and spin), the calculation gives 19.75 kcal per mole. The calculation puts the total energy at -4371.0906 Ha. As for the highest occupied orbital energy (alpha / beta): -14.3 / -14.9 eV. Its expectation value of S² is 6.04. The spin multiplicity is 5.


6.
A cluster of 2 separate species, C30H32ClN3O6S in total in a non-equilibrium geometry, computed with wB97M-V/def2-TZVPD.

XYZ file:
```
73
Properties=species:S:1:pos:R:3:lowdin_charge:R:1
O -10.47 -1.75 -1.36 0.05
N -9.86 -0.66 -1.37 -0.32
O -10.44 0.45 -1.43 0.04
C -8.43 -0.66 -1.30 -0.17
C -7.74 0.56 -1.27 0.01
C -6.36 0.56 -1.04 -0.05
C -5.66 -0.63 -0.80 -0.22
S -3.91 -0.58 -0.25 0.54
C -2.64 -0.45 -1.45 -0.90
Cl -2.41 0.98 -2.25 0.53
O -3.87 0.59 0.60 -0.36
O -3.66 -1.91 0.28 -0.39
C -6.35 -1.85 -0.94 -0.04
C -7.73 -1.88 -1.18 0.01
H -8.30 1.48 -1.38 0.12
H -5.83 1.51 -1.01 0.11
H -2.25 -1.37 -1.87 -0.02
H -5.82 -2.80 -0.84 0.11
H -8.28 -2.81 -1.24 0.12
C 2.07 -0.29 -7.93 -0.05
O 1.38 -1.33 -7.21 -0.07
C 1.27 -1.21 -5.86 -0.24
C 0.41 -2.12 -5.19 0.02
C 0.11 -1.93 -3.86 0.00
C 0.74 -0.92 -3.09 -0.21
C 0.56 -0.85 -1.67 0.03
C 1.52 -0.29 -0.82 -0.07
C 1.55 -0.40 0.57 0.03
N 2.52 0.12 1.35 0.04
C 2.52 -0.05 2.80 -0.16
C 1.19 0.34 3.44 -0.08
C 1.19 0.24 4.94 -0.24
C 0.83 1.35 5.70 -0.04
C 0.98 1.32 7.09 -0.07
C 1.43 0.16 7.72 -0.08
C 1.67 -1.00 6.96 -0.07
C 1.54 -0.96 5.57 -0.04
C 3.70 0.82 3.24 -0.37
O 4.10 0.98 4.39 0.09
N 4.25 1.37 2.12 -0.04
C 5.36 2.29 2.19 -0.01
C 3.59 1.03 0.87 -0.46
C 4.61 0.32 -0.06 0.01
C 3.00 2.29 0.22 0.01
C 1.62 -0.04 -3.77 0.00
C 1.93 -0.20 -5.11 0.00
H 1.85 -0.49 -8.98 0.10
H 1.71 0.71 -7.65 0.10
H 3.15 -0.36 -7.75 0.10
H -0.01 -2.94 -5.77 0.13
H -0.60 -2.60 -3.37 0.13
H -0.28 -1.39 -1.22 0.10
H 2.33 0.26 -1.30 0.07
H 0.77 -0.96 1.09 0.16
H 2.75 -1.10 3.06 0.17
H 0.98 1.38 3.14 0.13
H 0.40 -0.29 3.01 0.13
H 0.47 2.25 5.19 0.12
H 0.74 2.22 7.67 0.11
H 1.60 0.14 8.80 0.10
H 1.96 -1.93 7.44 0.10
H 1.73 -1.85 4.95 0.11
H 5.65 2.42 3.24 0.10
H 6.22 1.91 1.62 0.09
H 5.08 3.26 1.78 0.09
H 5.27 -0.30 0.55 0.10
H 4.12 -0.30 -0.81 0.08
H 5.22 1.08 -0.57 0.09
H 2.48 2.87 1.00 0.11
H 3.80 2.89 -0.23 0.09
H 2.27 2.04 -0.55 0.07
H 2.07 0.80 -3.24 0.11
H 2.66 0.46 -5.59 0.11
```

The orbital gap is 3.686 eV. The largest force on an atom is 3.402 eV/A. For the relative energy (zero: lowest compared OMol25 entry of this formula, charge and spin), the calculation gives 35.03 kcal per mole. The calculation puts the total energy at -2636.2200 Ha. As for the highest occupied orbital energy: -5.9 eV.


Question: The lowest largest force on an atom belongs to which entry?
Answer: C30H32BF5N8SSeTi